[1]
37
Properties=species:S:1:pos:R:3:lowdin_charge:R:1 method="wB97M-V/def2-TZVPD" de_lowest_kcal_mol=86.2 charge=0 total_energy_ev=-39368.680 homo_energy_ev=-8.625 smiles="NS(=O)(=O)Oc1ccc2c3c(c(=O)oc2c1)CCCC[C@H]3O"
N 5.250 3.742 2.511 -0.054
S 4.030 3.482 1.530 0.678
O 4.415 4.026 0.240 -0.276
O 2.848 4.192 2.146 -0.309
O 3.741 1.804 1.542 -0.116
C 2.719 1.277 0.893 -0.351
C 1.734 1.998 0.164 0.011
C 0.527 1.413 -0.224 -0.013
C 0.287 0.106 0.118 -0.086
C -0.954 -0.657 -0.214 -0.059
C -1.097 -1.945 0.146 -0.056
C -0.006 -2.667 0.841 -0.421
O -0.144 -3.829 1.046 0.144
O 1.071 -1.945 1.239 0.139
C 1.227 -0.609 0.935 -0.115
C 2.404 0.058 1.312 0.063
C -2.479 -2.635 0.010 -0.080
C -2.690 -3.161 -1.508 -0.128
C -2.798 -1.962 -2.510 -0.167
C -3.138 -0.593 -1.872 -0.125
C -2.041 0.057 -0.996 -0.319
O -2.748 0.567 0.137 -0.006
H 4.741 4.372 3.155 0.096
H 5.966 4.252 1.989 0.099
H 1.882 3.060 -0.005 0.101
H -0.189 2.014 -0.812 0.133
H 3.143 -0.423 1.995 0.162
H -2.605 -3.564 0.593 0.110
H -3.298 -1.968 0.374 0.121
H -1.834 -3.769 -1.842 0.110
H -3.473 -3.874 -1.481 0.080
H -3.518 -2.110 -3.249 0.083
H -1.917 -1.928 -3.024 0.074
H -4.096 -0.594 -1.312 0.126
H -3.319 0.111 -2.733 0.126
H -1.569 0.622 -1.751 0.120
H -2.074 1.081 0.617 0.103

[2]
32
Properties=species:S:1:pos:R:3:lowdin_charge:R:1 method="wB97M-V/def2-TZVPD" de_lowest_kcal_mol=27.1 charge=0 total_energy_ev=-23270.634 homo_energy_ev=-5.963
C -2.894 -2.094 -1.612 -0.189
C -1.558 -2.185 -0.857 -0.094
C -0.732 -0.903 -1.124 -0.445
O 0.256 -0.928 -1.853 0.006
C -1.504 0.381 -0.802 -0.085
C -2.832 0.364 -1.580 -0.183
O -3.588 -0.848 -1.431 -0.155
H -2.702 -2.261 -2.693 0.126
H -3.609 -2.848 -1.250 0.122
H -1.738 -2.311 0.225 0.116
H -0.975 -3.041 -1.223 0.122
H -1.693 0.460 0.280 0.119
H -0.882 1.233 -1.105 0.129
H -3.520 1.141 -1.215 0.123
H -2.616 0.538 -2.654 0.126
C 0.293 0.519 2.663 -0.082
Na 4.790 -0.060 0.548 0.803
C -0.106 -0.704 2.099 -0.115
C 0.583 -0.892 0.857 -0.155
C 1.493 0.218 0.688 -0.223
C 1.339 1.078 1.833 -0.216
C 2.186 2.185 1.967 -0.056
C 3.078 2.489 0.950 -0.167
C 3.053 1.789 -0.265 -0.195
C 2.321 0.602 -0.375 -0.116
H -0.037 0.975 3.594 0.083
H -0.848 -1.394 2.508 0.095
H 0.718 -1.860 0.366 0.103
H 2.119 2.785 2.878 0.110
H 3.744 3.353 1.041 0.091
H 3.582 2.181 -1.144 0.096
H 2.280 0.036 -1.314 0.103

[3]
30
Properties=species:S:1:pos:R:3:lowdin_charge:R:1 method="wB97M-V/def2-TZVPD" de_lowest_kcal_mol=64.7 charge=0 total_energy_ev=-14774.961 homo_energy_ev=-8.836 smiles=Cc1ccccc1.Cc1ccccc1
C -2.740 0.515 2.396 -0.079
C -2.012 1.578 1.587 -0.307
C -2.812 2.687 1.185 -0.070
C -2.155 3.717 0.597 -0.113
C -0.722 3.909 0.542 -0.099
C -0.042 2.807 0.873 -0.135
C -0.658 1.613 1.344 -0.066
H -2.635 0.872 3.490 0.109
H -2.469 -0.573 2.399 0.074
H -3.821 0.368 2.198 0.069
H -3.937 2.644 1.519 0.148
H -2.669 4.596 0.210 0.094
H -0.400 5.001 0.291 0.140
H 1.044 2.894 0.962 0.101
H -0.036 0.821 1.937 0.144
C 3.112 -0.781 -2.414 -0.065
C 2.119 -1.703 -1.732 -0.264
C 2.070 -3.047 -2.072 -0.092
C 1.149 -3.964 -1.623 -0.087
C 0.440 -3.606 -0.496 -0.089
C 0.521 -2.290 -0.028 -0.066
C 1.347 -1.301 -0.595 -0.012
H 3.089 -0.614 -3.542 0.094
H 4.147 -1.346 -2.268 0.122
H 3.140 0.215 -2.140 0.029
H 2.787 -3.277 -2.853 0.107
H 1.045 -4.997 -2.119 0.135
H -0.156 -4.325 -0.200 0.046
H -0.207 -2.009 0.653 0.067
H 1.462 -0.402 -0.105 0.068

[4]
30
Properties=species:S:1:pos:R:3:lowdin_charge:R:1 method="wB97M-V/def2-TZVPD" de_lowest_kcal_mol=65.8 charge=0 total_energy_ev=-14774.912 homo_energy_ev=-8.772 smiles=Cc1ccccc1.Cc1ccccc1
C 1.014 0.636 3.341 -0.095
C 0.446 1.201 2.077 -0.306
C -0.805 1.798 2.086 -0.016
C -1.093 2.618 0.858 -0.040
C -0.105 2.742 -0.186 -0.119
C 1.092 2.087 -0.096 -0.163
C 1.356 1.375 0.976 -0.113
H 0.366 0.274 4.226 0.092
H 1.443 1.442 4.032 0.096
H 1.762 -0.198 3.014 0.097
H -1.527 1.701 2.840 0.081
H -2.083 3.007 0.801 0.070
H -0.598 3.386 -1.033 0.130
H 1.817 1.980 -1.122 0.177
H 2.296 0.802 1.175 0.113
C 1.755 -2.128 -0.156 -0.045
C 0.440 -1.901 -0.896 -0.292
C -0.765 -2.031 -0.310 -0.083
C -1.968 -1.800 -0.996 -0.092
C -1.906 -1.478 -2.342 -0.102
C -0.649 -1.207 -2.920 -0.103
C 0.471 -1.519 -2.226 -0.094
H 1.714 -2.709 0.737 0.065
H 2.426 -1.299 -0.109 0.055
H 2.350 -2.848 -0.726 0.076
H -0.881 -2.309 0.744 0.115
H -2.909 -1.879 -0.340 0.128
H -2.865 -1.542 -2.871 0.101
H -0.493 -0.636 -3.905 0.130
H 1.487 -1.533 -2.733 0.136

[5]
30
Properties=species:S:1:pos:R:3:lowdin_charge:R:1 method="wB97M-V/def2-TZVPD" de_lowest_kcal_mol=61.3 charge=0 total_energy_ev=-14775.105 homo_energy_ev=-8.779 smiles=Cc1ccccc1.Cc1ccccc1
C -1.899 -2.274 -2.365 -0.079
C -1.605 -0.847 -2.290 -0.358
C -2.197 -0.034 -1.361 -0.035
C -2.178 1.373 -1.589 -0.069
C -1.361 1.845 -2.590 -0.112
C -0.625 0.981 -3.391 -0.065
C -0.732 -0.438 -3.262 -0.033
H -2.843 -2.444 -2.965 0.105
H -2.141 -2.702 -1.358 0.087
H -1.048 -2.817 -2.830 0.085
H -2.631 -0.452 -0.418 0.124
H -2.815 2.029 -1.100 0.076
H -1.151 2.921 -2.700 0.108
H -0.200 1.347 -4.269 0.075
H -0.304 -1.081 -3.958 0.089
C 3.603 -0.238 1.729 -0.061
C 2.212 0.193 1.972 -0.283
C 1.842 1.382 2.570 -0.095
C 0.701 1.519 3.279 -0.107
C -0.270 0.508 3.232 -0.128
C -0.049 -0.598 2.516 -0.108
C 1.281 -0.884 1.973 -0.014
H 4.168 0.517 1.261 0.059
H 3.610 -1.048 0.871 0.128
H 4.082 -0.554 2.526 0.026
H 2.478 2.366 2.488 0.150
H 0.561 2.480 3.866 0.124
H -1.202 0.377 3.815 0.113
H -0.686 -1.486 2.441 0.101
H 1.398 -1.942 1.904 0.095

[6]
30
Properties=species:S:1:pos:R:3:lowdin_charge:R:1 method="wB97M-V/def2-TZVPD" de_lowest_kcal_mol=6.6 charge=0 total_energy_ev=-14777.479 homo_energy_ev=-8.895 smiles=Cc1ccccc1.Cc1ccccc1
C 0.250 3.116 1.576 -0.045
C 1.026 2.229 0.623 -0.290
C 0.500 1.755 -0.568 -0.062
C 1.239 0.839 -1.308 -0.106
C 2.575 0.558 -1.046 -0.101
C 3.149 1.169 0.056 -0.094
C 2.381 1.989 0.866 -0.061
H 0.120 4.104 1.129 0.084
H 0.830 3.236 2.489 0.070
H -0.694 2.646 1.861 0.074
H -0.492 1.998 -0.921 0.113
H 0.708 0.258 -2.053 0.106
H 3.038 -0.139 -1.727 0.100
H 4.200 1.016 0.257 0.100
H 2.879 2.425 1.726 0.108
C 0.163 -1.181 1.219 -0.039
C -0.896 -1.597 0.225 -0.279
C -2.066 -0.841 0.108 -0.060
C -3.068 -1.237 -0.763 -0.095
C -2.989 -2.451 -1.429 -0.103
C -1.823 -3.203 -1.345 -0.088
C -0.766 -2.712 -0.593 -0.062
H 0.281 -1.963 1.969 0.084
H -0.176 -0.258 1.676 0.066
H 1.129 -1.060 0.736 0.067
H -2.220 0.052 0.702 0.104
H -3.967 -0.651 -0.904 0.099
H -3.817 -2.774 -2.051 0.099
H -1.677 -4.080 -1.958 0.098
H 0.185 -3.243 -0.552 0.114

[7]
30
Properties=species:S:1:pos:R:3:lowdin_charge:R:1 method="wB97M-V/def2-TZVPD" de_lowest_kcal_mol=3.9 charge=0 total_energy_ev=-14777.597 homo_energy_ev=-8.986 smiles=Cc1ccccc1.Cc1ccccc1
C -1.729 1.472 2.311 -0.052
C -0.241 1.220 2.339 -0.285
C 0.482 1.383 1.156 -0.058
C 1.858 1.256 1.138 -0.092
C 2.545 0.945 2.304 -0.104
C 1.822 0.716 3.458 -0.096
C 0.439 0.856 3.488 -0.056
H -2.226 0.876 1.545 0.071
H -1.900 2.514 2.035 0.082
H -2.226 1.247 3.252 0.072
H 0.009 1.596 0.205 0.111
H 2.429 1.291 0.221 0.100
H 3.622 0.855 2.333 0.099
H 2.393 0.470 4.351 0.101
H -0.168 0.611 4.350 0.107
C -1.545 -2.405 -0.815 -0.052
C -0.837 -1.579 -1.863 -0.292
C -1.498 -0.579 -2.555 -0.060
C -0.832 0.238 -3.471 -0.084
C 0.532 0.068 -3.623 -0.110
C 1.206 -0.943 -2.951 -0.092
C 0.517 -1.797 -2.099 -0.054
H -2.625 -2.498 -0.977 0.078
H -1.365 -1.934 0.151 0.077
H -1.159 -3.424 -0.795 0.075
H -2.563 -0.480 -2.397 0.106
H -1.348 1.018 -4.015 0.100
H 1.093 0.670 -4.322 0.096
H 2.267 -1.047 -3.137 0.099
H 1.050 -2.615 -1.616 0.113

[8]
47
Properties=species:S:1:pos:R:3:mulliken_spin:R:1 method="wB97M-V/def2-TZVPD" spin_multiplicity=2 s2=0.756 charge=-1 total_energy_ev=-185346.132 homo_energy_ev="-3.143 / -3.139"
Cu -0.108 0.095 0.808 0.519
S -0.413 0.580 5.173 -0.002
As -1.151 0.944 3.215 -0.007
S 0.394 1.947 2.053 0.206
S -1.528 -0.920 2.174 0.247
S -2.936 2.078 3.321 -0.003
C 1.232 -1.766 -4.059 0.001
O 0.379 -1.923 -2.942 -0.001
C 0.393 -1.092 -1.875 -0.002
O -0.322 -1.349 -0.946 0.013
N 1.255 -0.036 -1.922 -0.004
N 1.284 0.854 -0.859 0.039
H 1.041 -2.632 -4.694 0.000
H 2.286 -1.770 -3.765 0.000
H 0.996 -0.858 -4.623 0.000
H 1.760 0.194 -2.772 0.001
H 0.912 1.772 -1.061 -0.004
H 2.158 0.875 -0.350 -0.005
F 6.158 -3.014 2.557 0.000
C 5.003 -3.318 3.199 0.000
F 5.252 -3.150 4.502 0.000
F 4.841 -4.645 3.013 0.000
C 3.839 -2.524 2.687 0.001
C 3.464 -2.668 1.351 0.000
C 2.403 -1.917 0.887 0.004
N 1.716 -1.065 1.646 0.001
C 2.055 -0.959 2.928 0.003
C 3.108 -1.659 3.495 -0.001
H 3.998 -3.341 0.698 0.000
H 2.079 -2.004 -0.140 0.001
H 1.467 -0.284 3.541 -0.001
H 3.354 -1.522 4.536 0.000
N -6.023 2.727 -2.614 0.000
C -4.928 3.417 -2.195 0.000
O -4.815 4.607 -2.423 0.000
C -3.860 2.619 -1.527 0.000
C -2.763 3.308 -1.008 0.000
C -1.719 2.598 -0.447 0.000
N -1.696 1.270 -0.391 -0.002
C -2.752 0.605 -0.842 0.000
C -3.849 1.227 -1.415 0.001
H -6.770 3.260 -3.029 0.000
H -6.227 1.803 -2.282 0.000
H -2.741 4.385 -1.068 0.000
H -0.868 3.106 -0.012 -0.002
H -2.700 -0.471 -0.738 -0.002
H -4.658 0.614 -1.786 0.000